The following is a DFT calculation (ωB97M-V/def2-TZVPD) of a cluster of 2 separate species, FH2OP in total at a distorted geometry.

* frontier orbital gap (alpha / beta): 9.2 / 6.8 eV
* LUMO energy (alpha / beta): -1.42 / -2.33 eV
* F_max: 1.2 eV Å⁻¹
* electronic energy: -517.391680 Ha

CARTESIAN COORDINATES (ANGSTROEM)
O -1.410 -0.975 0.593
F -2.078 -0.868 -0.549
P 1.551 0.105 -0.146
H 1.716 1.364 0.618
H 0.222 0.375 -0.515



The following is a DFT calculation (ωB97M-V/def2-TZVPD) of a cluster of 13 separate species, C38H64BrClN13O2 in total at a distorted geometry.

* frontier orbital gap: 10.3 eV
* LUMO energy: -2.14 eV
* charge: +1
* F_max: 1.9 eV Å⁻¹
* electronic energy: -5382.518864 Ha

CARTESIAN COORDINATES (ANGSTROEM)
C 1.028 -2.991 1.780
C 0.547 -2.120 0.602
C -0.559 -1.178 1.035
O -0.176 -0.518 2.255
C -0.086 0.867 2.167
C 0.910 1.407 1.096
C 2.115 2.040 1.840
C 2.951 0.904 2.450
C 4.402 1.322 2.762
Cl 4.616 1.577 4.515
C 0.317 2.446 0.109
C -0.742 3.399 0.684
Br -0.220 5.280 0.614
N -1.159 3.017 2.049
C -1.460 1.537 2.024
C -2.266 1.255 3.282
C -3.774 1.470 3.082
C -4.378 0.221 2.428
O -5.382 0.647 1.496
H 0.296 -2.955 2.586
H 1.951 -2.608 2.206
H 1.159 -4.033 1.515
H 0.238 -2.716 -0.249
H 1.426 -1.554 0.289
H -0.832 -0.484 0.239
H -1.425 -1.814 1.222
H 0.288 1.206 3.136
H 1.340 0.621 0.489
H 2.704 2.624 1.138
H 1.775 2.661 2.673
H 2.982 0.048 1.780
H 2.465 0.577 3.364
H 5.064 0.530 2.442
H 4.638 2.222 2.208
H 1.141 3.047 -0.256
H -0.128 1.984 -0.768
H -1.628 3.343 0.066
H -1.983 3.526 2.381
H -0.398 3.202 2.712
H -1.985 1.256 1.115
H -2.072 0.262 3.677
H -1.883 1.965 4.010
H -3.947 2.335 2.443
H -4.239 1.616 4.052
H -4.874 -0.388 3.180
H -3.617 -0.363 1.907
H -5.309 0.097 0.702
C -2.476 4.929 -2.595
C -1.259 4.176 -2.846
N -0.294 3.572 -2.993
H -2.336 5.991 -2.792
H -3.296 4.581 -3.222
H -2.794 4.826 -1.558
C -2.232 -6.053 2.430
C -1.816 -5.402 1.198
N -1.488 -4.895 0.221
H -1.869 -5.509 3.300
H -3.316 -6.115 2.499
H -1.841 -7.064 2.493
C -4.697 -7.011 6.110
C -4.377 -7.659 4.847
N -4.124 -8.178 3.856
H -3.794 -6.656 6.604
H -5.355 -6.158 5.954
H -5.199 -7.703 6.785
C 2.625 3.558 -4.696
C 3.162 3.129 -5.977
N 3.587 2.791 -6.988
H 3.018 2.953 -3.881
H 2.880 4.596 -4.488
H 1.539 3.477 -4.674
C 2.899 -6.888 2.755
C 1.571 -6.712 3.321
N 0.525 -6.574 3.772
H 3.606 -6.184 3.190
H 3.273 -7.893 2.944
H 2.897 -6.729 1.677
C -4.824 3.388 -6.629
C -5.016 3.419 -5.190
N -5.194 3.441 -4.056
H -3.811 3.669 -6.909
H -4.998 2.379 -6.999
H -5.516 4.056 -7.139
C -3.654 -0.172 -4.662
C -3.316 0.164 -6.038
N -3.053 0.502 -7.104
H -3.357 0.628 -3.995
H -4.727 -0.323 -4.543
H -3.152 -1.079 -4.340
C 7.059 3.430 -3.629
C 5.805 2.907 -3.110
N 4.815 2.494 -2.701
H 7.689 2.625 -4.003
H 6.880 4.125 -4.447
H 7.611 3.957 -2.852
C 5.416 -3.177 1.798
C 4.437 -3.892 0.992
N 3.666 -4.455 0.356
H 5.548 -2.158 1.436
H 5.102 -3.125 2.840
H 6.385 -3.672 1.764
C 0.382 0.771 -3.878
C -0.748 0.277 -3.105
N -1.636 -0.121 -2.493
H 1.025 -0.052 -4.189
H 0.042 1.291 -4.772
H 0.980 1.468 -3.294
C -2.351 2.769 7.699
C -1.876 3.339 6.449
N -1.501 3.801 5.467
H -2.052 3.387 8.544
H -3.438 2.695 7.703
H -1.943 1.771 7.850
C 4.315 -0.675 -7.695
C 3.598 -1.923 -7.910
N 3.029 -2.905 -8.080
H 3.629 0.144 -7.485
H 5.000 -0.758 -6.852
H 4.897 -0.399 -8.572



The following is a DFT calculation (ωB97M-V/def2-TZVPD) of a structure of composition C10H25N3O2S2V at a distorted geometry.

* frontier orbital gap (alpha / beta): 8.3 / 10.6 eV
* LUMO energy (alpha / beta): -5.67 / -5.59 eV
* charge: +2
* spin multiplicity: 4
* ⟨S²⟩: 3.7620
* F_max: 3.1 eV Å⁻¹
* electronic energy: -2450.564254 Ha

CARTESIAN COORDINATES (ANGSTROEM)
V 0.578 0.063 -0.239
S -0.477 2.367 -0.298
S -0.364 -2.277 -0.154
C -2.304 2.078 -0.113
C -0.427 2.449 -2.127
C -0.888 1.174 -2.777
N -0.168 0.000 -2.197
C -0.817 -1.240 -2.707
C -0.297 -2.451 -1.977
H 0.621 2.681 -2.363
H -1.055 3.293 -2.426
H -0.723 1.211 -3.866
H -1.951 1.015 -2.591
H -0.649 -1.339 -3.792
H -1.890 -1.127 -2.531
H 0.762 -2.640 -2.197
H -0.882 -3.339 -2.230
C -2.223 -2.127 -0.004
H 0.765 0.018 -2.639
H -2.621 -1.125 -0.293
H -2.415 -2.317 1.064
H -2.713 -2.927 -0.587
H -2.502 2.313 0.950
H -2.633 1.033 -0.333
H -2.871 2.801 -0.732
C 2.575 0.115 -1.184
C 3.294 0.217 0.033
H 2.593 1.019 -1.806
H 2.626 -0.825 -1.755
H 3.574 1.164 0.439
H 3.719 -0.649 0.523
C 1.816 -0.224 4.978
O 2.437 -0.072 3.641
C 1.555 -0.035 2.654
O 1.890 0.119 1.439
N 0.257 -0.147 2.897
N -0.658 0.116 1.780
H 1.246 0.667 5.199
H 2.624 -0.303 5.700
H 1.243 -1.140 4.997
H -0.115 -0.058 3.836
H -1.421 -0.581 1.845
H -1.111 1.031 1.945



The following is a DFT calculation (ωB97M-V/def2-TZVPD) of a cluster of 15 separate species, C32H93N11O24 in total at a distorted geometry.

* frontier orbital gap: 8.3 eV
* LUMO energy: 0.06 eV
* F_max: 6.9 eV Å⁻¹
* electronic energy: -3682.815689 Ha

CARTESIAN COORDINATES (ANGSTROEM)
C 4.248 3.257 -9.515
C 4.013 2.101 -8.581
O 3.536 1.001 -9.349
O 3.009 3.793 -10.033
H 4.765 2.813 -10.366
H 4.806 4.014 -8.964
H 3.312 2.375 -7.793
H 4.955 1.852 -8.094
H 2.609 1.242 -9.410
H 3.261 4.484 -10.650
C 10.178 -4.753 3.059
C 9.857 -5.522 4.399
O 10.973 -5.886 5.148
O 10.531 -5.638 1.970
H 10.993 -4.051 3.237
H 9.257 -4.214 2.839
H 9.358 -6.483 4.272
H 9.324 -4.922 5.137
H 10.861 -6.806 5.398
H 11.405 -5.956 2.209
C -8.718 -3.459 -2.527
C -7.338 -3.965 -2.849
O -7.157 -4.292 -4.217
O -9.663 -4.445 -2.512
H -9.052 -2.705 -3.240
H -8.737 -3.035 -1.523
H -7.131 -4.767 -2.140
H -6.639 -3.215 -2.479
H -7.596 -5.137 -4.344
H -10.078 -4.551 -3.372
C 0.479 -1.261 -1.280
C 1.819 -0.677 -1.114
O 2.374 -1.267 0.051
O 0.556 -2.690 -1.284
H 0.008 -0.890 -2.191
H -0.163 -1.090 -0.416
H 1.832 0.413 -1.103
H 2.472 -1.019 -1.916
H 3.258 -0.896 0.104
H 1.096 -2.875 -0.511
C 8.520 2.590 2.148
C 8.762 4.016 1.640
O 8.853 4.152 0.178
O 7.849 1.900 1.114
H 8.027 2.485 3.114
H 9.499 2.116 2.224
H 9.682 4.380 2.095
H 7.951 4.700 1.889
H 8.139 4.680 -0.189
H 8.186 2.356 0.340
C 4.718 8.289 -2.742
C 5.319 9.182 -1.594
O 4.467 9.022 -0.500
O 4.583 6.869 -2.411
H 5.248 8.433 -3.684
H 3.693 8.577 -2.974
H 5.283 10.254 -1.789
H 6.343 8.887 -1.362
H 4.403 9.911 -0.145
H 3.683 6.626 -2.640
C -2.099 6.448 -6.064
C -1.690 5.125 -5.695
O -0.957 5.315 -4.453
O -3.112 6.999 -5.256
H -2.579 6.432 -7.043
H -1.287 7.163 -6.203
H -1.048 4.621 -6.416
H -2.537 4.460 -5.526
H -1.584 5.565 -3.770
H -3.127 7.878 -5.642
C 0.269 5.704 2.834
C -0.576 6.878 2.402
O -0.192 7.170 1.077
O 1.639 5.945 3.000
H 0.349 4.906 2.096
H -0.143 5.355 3.781
H -0.396 7.733 3.054
H -1.650 6.697 2.430
H 0.672 7.580 0.996
H 2.045 6.395 2.255
C 5.955 -4.600 -4.837
C 6.027 -5.059 -6.349
O 4.915 -4.559 -7.014
O 6.741 -3.343 -4.867
H 6.341 -5.389 -4.192
H 4.900 -4.551 -4.566
H 5.955 -6.126 -6.562
H 6.998 -4.842 -6.793
H 4.884 -3.621 -7.218
H 7.247 -3.227 -5.675
C -3.763 -6.001 3.083
O -4.911 -5.922 2.851
N -2.839 -6.680 2.365
N -3.127 -5.355 4.004
H -1.838 -6.627 2.487
H -3.072 -7.261 1.571
H -3.788 -4.680 4.362
H -2.144 -5.166 3.868
C 3.209 -7.262 4.574
O 2.797 -7.058 3.430
N 3.745 -6.358 5.290
N 3.041 -8.355 5.223
H 3.900 -5.453 4.869
H 4.197 -6.575 6.167
H 3.397 -8.537 6.151
H 2.611 -9.086 4.674
C -2.148 -1.799 -7.983
O -1.680 -1.119 -8.894
N -3.160 -1.437 -7.313
N -1.636 -2.975 -7.529
H -3.616 -0.558 -7.515
H -3.636 -2.143 -6.770
H -2.031 -3.546 -6.796
H -0.730 -3.283 -7.853
C 0.712 -0.560 7.812
O 0.238 -0.701 8.889
N 0.023 -0.312 6.755
N 1.994 -0.724 7.686
H 0.435 -0.393 5.837
H -0.936 -0.013 6.856
H 2.386 -0.465 6.792
H 2.654 -1.046 8.380
C -1.322 -9.351 -4.723
O -1.988 -9.508 -3.735
N -0.469 -8.369 -5.052
N -1.284 -10.292 -5.563
H -0.289 -7.755 -4.271
H 0.162 -8.399 -5.839
H -1.875 -11.108 -5.489
H -0.670 -10.103 -6.343
C -5.967 3.565 7.528
C -7.202 3.218 6.739
C -7.657 4.580 6.110
C -8.742 4.416 5.007
C -8.227 3.469 3.879
C -7.712 2.103 4.468
N -6.891 2.242 5.706
O -6.438 1.026 6.262
C -8.865 1.166 4.736
C -6.872 1.583 3.255
C -8.338 2.661 7.663
H -5.241 3.846 6.765
H -5.537 2.708 8.046
H -6.189 4.237 8.357
H -8.048 5.288 6.840
H -6.778 4.932 5.568
H -8.967 5.399 4.592
H -9.628 3.953 5.442
H -7.488 4.079 3.360
H -9.002 3.306 3.129
H -9.536 1.059 3.883
H -8.538 0.140 4.898
H -9.635 1.369 5.480
H -6.561 0.541 3.325
H -7.456 1.603 2.335
H -5.997 2.211 3.087
H -8.158 1.664 8.066
H -9.287 2.557 7.138
H -8.514 3.233 8.574
H -7.125 0.825 6.902



The following is a DFT calculation (ωB97M-V/def2-TZVPD) of an isolated molecule of C6H13N.

* frontier orbital gap: 9.4 eV
* LUMO energy: 1.03 eV
* F_max: 0.9 eV Å⁻¹
* electronic energy: -291.077369 Ha

CARTESIAN COORDINATES (ANGSTROEM)
C 1.228 -2.088 0.052
C 0.982 -0.530 0.196
N 0.484 0.626 -0.878
C 0.617 2.117 -0.761
C -0.402 0.046 0.084
C -0.988 0.845 1.234
C -1.315 -0.919 -0.637
H 1.653 -2.451 -0.890
H 1.919 -2.435 0.842
H 0.320 -2.690 0.231
H 1.762 -0.119 0.815
H -0.220 2.568 -1.334
H 0.528 2.573 0.239
H 1.525 2.512 -1.223
H -1.393 0.138 1.961
H -0.219 1.434 1.743
H -1.793 1.529 0.934
H -0.684 -1.517 -1.300
H -2.035 -0.403 -1.276
H -1.825 -1.578 0.069



The following is a DFT calculation (ωB97M-V/def2-TZVPD) of a cluster of 5 separate species, C36H38BrN3O16P2 in total.

* frontier orbital gap: 7.0 eV
* LUMO energy: -1.83 eV
* F_max: 0.8 eV Å⁻¹
* electronic energy: -6019.363542 Ha

CARTESIAN COORDINATES (ANGSTROEM)
C 5.349 -0.097 0.596
C 4.180 -0.813 -0.117
C 3.781 -0.002 -1.356
C 3.082 -1.008 0.965
C 2.003 -2.137 0.879
C 1.600 -2.518 2.324
C 0.897 -1.441 3.108
O 1.254 -0.332 3.277
Br -0.768 -2.040 3.981
C 2.611 -3.420 0.237
N 3.916 -3.814 0.622
O 1.664 -4.514 0.455
N 2.275 -5.850 0.632
O 1.799 -6.588 -0.110
C 2.431 -3.154 -1.256
O 3.146 -3.569 -2.140
N 1.311 -2.400 -1.370
C 0.787 -1.847 -0.109
C -0.499 -2.607 0.304
P -1.914 -2.760 -0.793
O -2.747 -3.916 -0.408
O -2.714 -1.386 -0.664
O -1.409 -2.882 -2.309
P 0.503 0.011 -0.443
C -0.741 0.518 0.801
O -0.475 -0.073 -1.783
H 4.951 0.583 1.356
H 5.939 0.513 -0.083
H 5.990 -0.810 1.121
H 4.566 -1.767 -0.471
H 3.270 -0.619 -2.099
H 4.680 0.388 -1.835
H 3.140 0.840 -1.100
H 3.613 -1.178 1.907
H 2.590 -0.042 1.086
H 2.515 -2.717 2.894
H 1.016 -3.430 2.361
H 4.520 -3.916 -0.186
H 4.339 -3.207 1.307
H 1.069 -2.000 -2.262
H -0.938 -2.114 1.175
H -0.293 -3.635 0.587
H -2.897 -0.960 -1.520
H -2.043 -3.458 -2.762
H -0.432 1.504 1.152
H -1.707 0.617 0.311
H -0.828 -0.141 1.660
H 0.034 0.160 -2.567
O -5.209 -0.416 1.450
C -5.575 -1.415 2.033
C -4.947 -2.708 1.688
C -5.273 -3.830 2.322
C -6.300 -3.823 3.394
O -6.614 -4.835 3.983
C -6.953 -2.521 3.719
C -6.618 -1.399 3.086
H -4.239 -2.656 0.871
H -4.824 -4.784 2.079
H -7.703 -2.549 4.498
H -7.068 -0.440 3.311
O -8.306 2.571 -2.377
C -7.245 1.994 -2.471
C -6.864 1.303 -3.734
C -5.705 0.661 -3.846
C -4.746 0.618 -2.715
O -3.679 0.036 -2.822
C -5.123 1.307 -1.465
C -6.281 1.946 -1.347
H -7.585 1.352 -4.540
H -5.405 0.146 -4.751
H -4.400 1.256 -0.661
H -6.575 2.457 -0.440
O 6.924 2.370 1.499
C 7.820 2.551 2.295
C 7.696 3.558 3.380
C 8.679 3.756 4.253
C 9.943 2.977 4.181
O 10.838 3.156 4.977
C 10.066 1.970 3.095
C 9.082 1.772 2.223
H 6.766 4.111 3.412
H 8.614 4.484 5.051
H 10.995 1.416 3.064
H 9.147 1.045 1.424
O -4.528 4.387 -2.019
C -3.896 4.920 -2.906
C -3.250 4.120 -3.979
C -2.556 4.704 -4.951
C -2.397 6.180 -5.006
O -1.766 6.711 -5.893
C -3.043 6.979 -3.933
C -3.737 6.395 -2.961
H -3.375 3.046 -3.918
H -2.075 4.143 -5.742
H -2.913 8.052 -3.995
H -4.218 6.954 -2.168